1.
# C30H38N5O6Y

A structure of composition C30H38N5O6Y (wB97M-V/def2-TZVPD, OMol25).

The geometry in XYZ format:
```
80
Properties=species:S:1:pos:R:3:forces:R:3
Y 0.204115 0.917782 -0.812249 2.276 0.887 0.429
C 3.129082 -2.326804 -3.102433 0.048 0.018 -0.128
N 2.608480 -2.570014 -1.756725 -0.017 0.112 -0.013
C 2.681794 -3.940514 -1.251342 -0.018 -0.095 0.197
C 2.089271 -1.587206 -1.049096 0.086 -0.149 -0.088
O 2.015648 -0.405286 -1.458111 -0.292 -0.110 0.011
C 1.505163 -1.904242 0.328904 -0.090 0.110 -0.021
O 1.184708 -0.693257 1.012314 0.050 0.187 -0.365
C 2.239509 -0.152698 1.809743 -0.119 0.084 -0.036
C 2.551434 1.286330 1.413126 0.107 0.017 0.020
O 1.963413 1.805077 0.445829 0.292 -0.060 0.137
N 3.461154 1.922748 2.133377 -0.018 -0.035 -0.033
C 4.164646 1.280757 3.242516 -0.015 -0.148 0.084
C 3.859866 3.287028 1.797220 0.047 0.067 -0.035
H 2.589352 -2.944002 -3.820187 -0.010 -0.024 0.046
H 4.187617 -2.581724 -3.142336 -0.012 -0.022 0.047
H 3.002601 -1.282990 -3.362930 -0.004 0.028 0.034
H 2.936559 -4.601489 -2.073421 -0.018 0.028 -0.042
H 1.723856 -4.263985 -0.844757 0.009 -0.001 -0.038
H 3.451962 -4.042622 -0.485058 0.012 0.018 -0.035
H 2.175550 -2.523259 0.924756 -0.034 -0.024 0.023
H 0.561427 -2.438081 0.195330 0.035 -0.077 0.014
H 3.148822 -0.747231 1.698729 -0.009 -0.045 0.063
H 1.919247 -0.185806 2.852130 0.048 -0.036 0.021
H 4.794567 0.460209 2.894592 0.013 0.037 -0.005
H 3.469925 0.904501 3.993660 -0.004 0.039 -0.008
H 4.804249 2.015476 3.720656 -0.008 0.036 -0.021
H 3.333209 3.608082 0.906344 -0.009 -0.002 -0.003
H 4.933160 3.316091 1.610925 -0.011 -0.015 -0.001
H 3.627215 3.958707 2.623230 -0.022 -0.038 0.021
C -3.968324 6.483461 -0.148490 0.006 0.158 -0.066
O -3.825493 5.081496 0.042187 0.091 0.019 0.060
C -4.924613 4.312425 -0.135585 -0.080 -0.175 0.002
C -6.162072 4.770677 -0.566093 0.020 0.154 -0.073
C -7.226032 3.887412 -0.688303 -0.011 -0.055 0.019
C -7.077334 2.545398 -0.378808 -0.027 -0.042 0.007
C -5.846415 2.082552 0.060829 0.047 0.042 -0.013
C -4.773031 2.953627 0.165382 -0.005 -0.018 -0.042
N -3.498928 2.496915 0.617495 -0.100 -0.027 0.054
C -2.691732 1.647028 -0.044236 -0.237 -0.134 0.080
N -3.143585 1.171545 -1.211609 -0.104 0.151 0.071
C -2.576778 0.282217 -2.159827 0.250 -0.131 -0.188
C -1.236311 -0.117789 -2.171308 -1.022 -0.692 -0.575
C -0.888488 -1.066948 -3.154266 -0.079 0.083 -0.068
C -1.797113 -1.537227 -4.083987 0.153 -0.061 -0.036
C -3.098855 -1.051186 -4.100906 -0.031 0.031 -0.013
C -3.490393 -0.126863 -3.150137 -0.023 -0.145 0.179
O -4.730903 0.417059 -3.056049 -0.005 0.026 -0.021
C -5.665166 0.151624 -4.098406 -0.063 -0.006 -0.059
N -1.499943 1.299729 0.459258 -1.084 0.167 0.386
C -1.008511 2.104535 1.534610 -0.053 0.062 -0.211
C -1.149724 1.762281 2.869400 0.069 0.037 0.023
C -0.627105 2.593075 3.853930 0.001 -0.045 0.048
C 0.032450 3.756973 3.494004 -0.017 0.009 0.013
C 0.196390 4.103201 2.156238 0.123 0.148 -0.147
C -0.320005 3.275441 1.177003 -0.218 -0.197 0.198
O -0.196921 3.466922 -0.186362 0.014 -0.160 0.048
C 0.323917 4.728514 -0.615926 0.090 0.089 -0.145
H -3.038064 6.928691 0.192880 -0.003 0.005 -0.028
H -4.793206 6.890207 0.438433 0.019 -0.059 0.051
H -4.124017 6.723375 -1.202580 0.002 -0.027 0.011
H -6.300305 5.812364 -0.821368 -0.022 -0.045 0.036
H -8.185758 4.261953 -1.017708 0.010 0.004 -0.022
H -7.912118 1.863132 -0.458231 -0.007 0.026 -0.003
H -5.708969 1.042338 0.331395 -0.009 0.005 0.007
H -3.108566 2.962798 1.421059 0.059 -0.007 0.033
H -4.088148 1.448546 -1.454888 0.000 0.043 0.008
H 0.132559 -1.435931 -3.207860 0.005 0.018 -0.015
H -1.498085 -2.275202 -4.817652 -0.018 0.022 -0.014
H -3.795554 -1.404225 -4.847780 -0.005 0.020 0.017
H -6.520131 0.790589 -3.899784 -0.008 -0.027 0.001
H -5.978168 -0.893627 -4.090031 0.023 -0.001 0.034
H -5.243949 0.400512 -5.073972 0.017 0.024 0.028
H -1.682242 0.854892 3.125969 -0.010 0.006 -0.022
H -0.751283 2.336420 4.897284 0.001 0.017 -0.006
H 0.419854 4.417007 4.258935 0.013 -0.011 -0.007
H 0.726914 5.009781 1.897291 -0.032 -0.007 0.015
H 0.223337 4.753168 -1.697420 -0.015 -0.021 0.010
H 1.376202 4.829381 -0.346068 -0.014 -0.027 0.037
H -0.255390 5.543245 -0.183633 -0.025 -0.033 0.024
```
Positions in Å, forces in eV/Å.

Net charge ... +2
E_HOMO ... -12.53 eV
Energy relative to the best compared isomer or geometry (same formula, charge and spin) ... 0.000 eV
Gap between HOMO and LUMO ... 0.285 hartree
Maximum force ... 2.48 eV/Å

Atomic partial charges in e from the Löwdin method, atoms 1 to 5: 1.709, 0.006, -0.107, -0.001, -0.405


2.
# C30H38N7O2PPdS2

A structure of composition C30H38N7O2PPdS2 (wB97M-V/def2-TZVPD, OMol25).

The geometry in XYZ format:
```
81
Properties=species:S:1:pos:R:3:forces:R:3
Pd -0.361995 1.855397 -0.855637 0.144 -0.002 0.018
C -4.132921 2.162805 -2.340586 -0.005 -0.008 0.006
C -3.131756 1.518447 -3.301411 -0.022 0.061 -0.005
C -3.505875 0.095130 -3.614740 0.038 0.000 0.007
C -4.263267 -0.193224 -4.742930 0.009 0.006 0.014
C -4.678695 -1.486154 -5.020616 -0.011 0.003 -0.016
C -4.315409 -2.509387 -4.159060 0.006 0.005 0.020
C -3.553400 -2.267272 -3.020642 -0.003 0.026 -0.015
C -3.086022 -3.442328 -2.191677 0.002 -0.058 0.006
C -1.580173 -3.686913 -2.304790 0.010 0.029 -0.023
C -3.155905 -0.943256 -2.730545 0.008 -0.029 0.009
N -2.314309 -0.658475 -1.657186 -0.032 0.027 -0.030
C -2.662579 -0.988567 -0.435258 0.031 0.012 0.058
C -1.740655 -1.015495 0.623345 -0.012 -0.001 0.053
C -2.039688 -1.334742 1.973285 -0.036 0.007 0.012
C -1.024437 -1.444134 2.936009 0.031 -0.016 -0.028
C 0.315243 -1.214735 2.692349 0.017 0.025 0.009
N 0.868634 -0.818634 1.512198 -0.116 -0.001 -0.005
H -3.833710 3.179463 -2.081341 0.004 -0.005 -0.012
H -4.179605 1.592289 -1.412095 0.004 -0.007 -0.010
H -5.130957 2.182906 -2.786608 0.000 0.000 -0.004
H -2.133754 1.564807 -2.852365 -0.011 -0.067 0.022
H -3.091282 2.091081 -4.232793 -0.009 0.000 0.008
H -4.534550 0.620511 -5.407786 -0.002 -0.005 -0.007
H -5.271785 -1.696588 -5.902210 0.001 0.001 -0.001
H -4.615346 -3.529558 -4.376041 -0.004 0.002 -0.006
H -3.623349 -4.331192 -2.533334 -0.005 0.007 0.002
H -3.339437 -3.314564 -1.139190 -0.006 0.006 0.004
H -1.290481 -3.810450 -3.351629 0.006 0.004 0.006
H -1.284900 -4.585171 -1.759245 -0.016 -0.005 0.008
H -1.027334 -2.843451 -1.889868 0.008 -0.006 -0.005
H -3.694424 -1.263404 -0.191098 0.003 0.003 -0.027
H -3.072637 -1.519866 2.240216 0.001 0.002 -0.005
H -1.300225 -1.723033 3.946924 0.005 -0.002 0.002
H 1.030609 -1.319384 3.501914 -0.005 0.002 0.004
C -0.129272 2.471655 4.070177 -0.009 -0.012 0.016
C -0.795259 2.046900 2.782519 0.014 0.035 -0.004
O -1.138725 3.227539 2.043853 -0.015 -0.019 -0.084
P -1.692850 2.991220 0.520962 -0.033 -0.046 0.083
S -1.986863 4.773442 -0.264365 -0.037 0.055 0.016
S -0.097776 -0.688221 0.183689 0.068 -0.027 -0.049
O -3.083941 2.193301 0.821743 0.013 0.033 -0.016
C -4.157186 2.850305 1.492477 -0.015 -0.024 -0.018
C -5.212256 1.808080 1.791736 -0.003 -0.005 0.015
H 0.141686 1.587852 4.650880 -0.003 0.005 0.002
H -0.799778 3.093912 4.665437 0.004 -0.002 0.003
H 0.775856 3.043319 3.862367 0.000 0.004 -0.008
H -1.697678 1.460969 2.978341 0.008 -0.011 -0.004
H -0.119667 1.424540 2.189780 -0.011 0.007 0.006
H -4.546601 3.644014 0.849525 0.003 0.008 0.003
H -3.789588 3.314947 2.412366 0.009 0.004 0.004
H -5.573202 1.355687 0.866979 0.004 0.003 -0.004
H -6.059386 2.260438 2.311972 0.003 0.002 -0.004
H -4.797000 1.017392 2.418887 0.001 0.001 -0.005
C 0.472209 -0.700416 -3.359099 0.026 -0.020 0.056
C 1.471793 0.348244 -3.034180 0.015 -0.008 0.011
N 1.259742 1.411273 -2.293098 -0.050 0.010 -0.037
C 2.440688 2.124748 -2.262442 -0.038 -0.008 0.036
C 3.381451 1.478489 -2.989297 0.036 -0.008 -0.023
N 2.759031 0.348377 -3.485673 -0.052 -0.013 0.014
C 3.421449 -0.752558 -4.134668 0.037 0.080 -0.030
N 4.438205 -1.315285 -3.278987 0.026 -0.040 0.015
N 5.673310 -1.551721 -3.774982 -0.021 -0.001 -0.040
N 6.406980 -2.067273 -2.865513 0.001 -0.010 0.072
C 5.656745 -2.176676 -1.711338 0.026 -0.005 -0.046
C 5.999653 -2.650092 -0.439883 0.034 -0.007 0.008
C 5.029102 -2.597850 0.530769 -0.009 -0.011 0.001
C 3.738986 -2.085026 0.265509 0.014 0.015 -0.002
C 3.385808 -1.624355 -0.980263 0.018 -0.016 0.015
C 4.377582 -1.689534 -1.967046 -0.074 0.037 -0.024
H -0.446815 -0.497270 -2.805128 -0.006 -0.003 -0.028
H 0.817868 -1.692246 -3.056571 0.002 0.004 -0.013
H 0.253537 -0.720927 -4.428871 -0.014 0.004 -0.004
H 2.520521 3.045480 -1.711216 -0.001 0.004 -0.009
H 4.416258 1.694265 -3.190554 0.000 -0.014 0.006
H 3.932067 -0.431515 -5.041232 0.008 -0.023 -0.001
H 2.669504 -1.497371 -4.389300 -0.009 0.005 0.006
H 6.993042 -3.029380 -0.241421 -0.002 0.000 -0.001
H 5.252880 -2.947747 1.530162 0.002 0.004 0.001
H 2.999788 -2.018311 1.054215 -0.002 -0.006 -0.001
H 2.396900 -1.222529 -1.153288 0.000 0.001 -0.007
```
Positions in Å, forces in eV/Å.

Net charge ... -1
E_HOMO (alpha / beta) ... -2.36 / -5.10 eV
Energy relative to the best compared isomer or geometry (same formula, charge and spin) ... 0.000 eV
Gap between HOMO and LUMO (alpha / beta) ... 0.174 / 0.251 hartree
Expectation value of S² ... 3.77
Multiplicity ... 4
Maximum force ... 0.15 eV/Å

Atomic partial charges in e from the Löwdin method, atoms 1 to 5: 0.408, -0.093, -0.208, -0.180, -0.062


Look up the maximum force of the first one. 2.48 eV/Å